The following is a quantum chemistry calculation of 2 unconnected molecules or ions with the total composition C18H22Cl4FN3O3PS2, from the OMol25 dataset.

Geometry (Å):
1 N -2.5076 1.8157 2.0501
2 C -1.4664 0.7704 2.1991
3 O -1.8633 -0.3344 2.9126
4 P -2.0457 -1.7750 1.9232
5 F -3.4409 -1.0108 1.2210
6 C -2.2664 -3.2267 0.7456
7 C -1.0069 -4.0164 0.3802
8 O -1.1171 -4.9763 -0.3733
9 C 0.3954 -3.7321 0.9156
10 C 0.8206 -4.4915 1.9967
11 C 2.0873 -4.2763 2.5261
12 C 2.9105 -3.3172 1.9657
13 C 2.5049 -2.5811 0.8628
14 C 1.2395 -2.7940 0.3446
15 O -1.1132 -1.0318 0.6615
16 C -0.8109 0.3336 0.8255
17 C -1.3360 1.0026 -0.4726
18 C -0.2162 0.9258 -1.5529
19 C 0.0340 2.2209 -2.3561
20 S 0.1174 3.7507 -1.3483
21 C 1.0399 3.3801 0.1126
22 S 0.4340 3.8878 1.5404
23 N 2.2769 2.7073 0.0751
24 C 2.8360 2.0955 1.1715
25 C 4.0064 1.5526 0.7230
26 N 4.1733 1.8650 -0.6192
27 C 3.1422 2.5451 -0.9827
28 H -2.0453 2.7046 2.2139
29 H -3.1615 1.6459 2.8105
30 H -0.6066 1.2472 2.7311
31 H -0.9274 -2.3040 2.6464
32 H -2.8480 -2.3530 2.9720
33 H -3.0458 -3.9174 1.0976
34 H -2.6395 -2.8038 -0.2004
35 H 0.1542 -5.2457 2.4161
36 H 2.4025 -4.8725 3.3817
37 H 3.8996 -3.1229 2.3829
38 H 3.1477 -1.8277 0.4054
39 H 0.8365 -2.2376 -0.5023
40 H 0.2727 0.5288 0.9691
41 H -1.7444 2.0083 -0.3090
42 H -2.1776 0.3753 -0.7926
43 H 0.7288 0.5389 -1.1441
44 H -0.5451 0.1700 -2.2878
45 H 1.0196 2.1089 -2.8384
46 H -0.6963 2.4045 -3.1503
47 H 2.4702 2.0245 2.1846
48 H 4.7171 0.9714 1.2982
49 H 2.9324 2.9438 -1.9686
50 C -2.1946 3.5444 -6.3527
51 Cl -3.8404 4.1454 -6.5946
52 Cl -2.2383 1.8000 -6.0711
53 Cl -1.2242 3.8867 -7.7931
54 Cl -1.4736 4.3464 -4.9525

The HOMO energy is -5.18 eV. Its multiplicity is 1. Its charge is -1. The value obtained for the total energy is -4167.4824 Eh. The HOMO-LUMO gap comes out at 6.44 eV. The LUMO energy comes out at 1.267 eV.

These are the Mulliken partial charges, in e, on atoms 1 to 2: number 1, N, carries -0.68; number 2, C, carries 0.08

=====

The following is a quantum chemistry calculation of a single C18H22ClF2N3O4 molecule, from the OMol25 dataset.

Geometry (Å):
1 C 3.7499 1.5315 -2.3175
2 N 2.6536 1.0246 -1.4999
3 C 2.2819 -0.3694 -1.7023
4 C 1.5414 -0.6015 -3.0196
5 C 1.1648 -2.0751 -3.2445
6 C -0.2827 -2.4126 -2.9138
7 N -0.6142 -2.0791 -1.5391
8 C -1.7274 -2.5915 -0.9538
9 O -2.4658 -3.4134 -1.4545
10 C -1.9454 -2.0383 0.4165
11 C -1.0544 -1.6298 1.3449
12 C -1.8412 -1.0826 2.4131
13 N -1.4721 -0.4630 3.5411
14 C -2.4632 -0.0242 4.2773
15 Cl -2.0290 0.8188 5.7376
16 C -3.8280 -0.1596 3.9825
17 C -4.2063 -0.7894 2.8127
18 C -3.1678 -1.2463 2.0247
19 O -3.2394 -1.8418 0.8070
20 C 2.0790 1.9339 -0.6729
21 O 2.5048 3.0779 -0.6162
22 C 0.9229 1.5159 0.2637
23 C 1.5193 0.7549 1.4522
24 O 0.0041 0.7069 -0.4827
25 C 0.2229 2.7978 0.7261
26 C -0.8590 2.5878 1.7526
27 F -1.4395 3.7787 2.0527
28 F -1.8705 1.7900 1.2294
29 H 3.4028 2.2881 -3.0219
30 H 4.5118 1.9901 -1.6889
31 H 4.1849 0.7001 -2.8684
32 H 3.2054 -0.9576 -1.7028
33 H 1.6957 -0.7209 -0.8613
34 H 0.6494 0.0313 -3.0340
35 H 2.1784 -0.2527 -3.8350
36 H 1.3249 -2.3429 -4.2898
37 H 1.8280 -2.7192 -2.6582
38 H -0.9517 -1.8787 -3.5980
39 H -0.4737 -3.4757 -3.0524
40 H -0.2710 -1.2004 -1.1700
41 H 0.0166 -1.6987 1.2751
42 H -4.5605 0.2418 4.6661
43 H -5.2434 -0.9037 2.5302
44 H 2.2183 1.4024 1.9841
45 H 0.7468 0.4330 2.1515
46 H 2.0678 -0.1262 1.1208
47 H -0.8642 0.7952 -0.0676
48 H 0.9626 3.4732 1.1517
49 H -0.2191 3.3040 -0.1340
50 H -0.5485 2.1168 2.6857

Its energy above the lowest of the compared OMol25 structures with the same formula, charge and spin is 0.0 kcal per mole. The HOMO energy is -9.22 eV. Its multiplicity is 1. As for the SMILES: CN(CCCCNC(=O)c1cc2nc(Cl)ccc2o1)C(=O)[C@](C)(O)CC(F)F. Its charge is 0. The value obtained for the total energy is -1824.3115 Eh. The HOMO-LUMO gap comes out at 9.16 eV. The LUMO energy comes out at -0.058 eV.

These are the Mulliken partial charges, in e, on atoms 1 to 2: number 1, C, carries -1.15; number 2, N, carries 0.31

=====

The following is a quantum chemistry calculation of a single C18H22ClNO3 molecule, from the OMol25 dataset.

Geometry (Å):
1 C -3.1108 1.4845 -0.2190
2 C -2.7477 0.6117 0.9351
3 C -2.9895 1.0326 2.2386
4 C -2.6026 0.2917 3.3389
5 C -1.9437 -0.9102 3.1392
6 Cl -1.4086 -1.8420 4.4950
7 C -1.7037 -1.3732 1.8601
8 C -2.1208 -0.6270 0.7614
9 N -1.8066 -1.1289 -0.5140
10 C -2.5998 -1.1678 -1.6123
11 O -3.7813 -0.9254 -1.6384
12 C -1.8342 -1.5934 -2.8743
13 O -0.4269 -1.4426 -2.7458
14 C 0.0301 -0.1761 -2.6690
15 O -0.6842 0.7862 -2.7540
16 C 1.5095 -0.1521 -2.3985
17 C 1.7449 -0.2943 -0.8834
18 C 1.1072 0.8485 -0.0628
19 C 2.2896 1.4187 0.7264
20 C 2.7154 0.3799 1.7707
21 C 3.3931 -0.7133 0.9191
22 C 3.2347 -0.1849 -0.5117
23 C 3.4175 1.3168 -0.2984
24 H -3.9975 1.0964 -0.7204
25 H -2.3100 1.5054 -0.9576
26 H -3.3120 2.4975 0.1188
27 H -3.4812 1.9813 2.3937
28 H -2.7942 0.6466 4.3387
29 H -1.1953 -2.3141 1.7112
30 H -0.9131 -1.5975 -0.5878
31 H -2.0108 -2.6510 -3.0801
32 H -2.2119 -0.9907 -3.7061
33 H 1.9863 -0.9817 -2.9208
34 H 1.9157 0.7939 -2.7539
35 H 1.3595 -1.2721 -0.5785
36 H 0.3131 0.5016 0.5979
37 H 0.6846 1.6066 -0.7226
38 H 2.0982 2.4060 1.1422
39 H 1.8607 0.0006 2.3300
40 H 3.4164 0.8138 2.4835
41 H 2.9287 -1.6904 1.0485
42 H 4.4490 -0.8108 1.1717
43 H 3.8999 -0.6592 -1.2317
44 H 4.3936 1.5675 0.1119
45 H 3.2386 1.9111 -1.1918

Its energy above the lowest of the compared OMol25 structures with the same formula, charge and spin is 0.0 kcal per mole. The HOMO energy is -8.79 eV. Its multiplicity is 1. As for the SMILES: Cc1ccc(Cl)cc1NC(=O)COC(=O)C[C@@H]1C[C@H]2CC[C@@H]1C2. Its charge is 0. The value obtained for the total energy is -1439.8239 Eh. The HOMO-LUMO gap comes out at 9.39 eV. The LUMO energy comes out at 0.603 eV.

These are the Mulliken partial charges, in e, on atoms 1 to 2: number 1, C, carries -1.61; number 2, C, carries 1.19

=====

The following is a quantum chemistry calculation of a molecular structure, C18H22CuFN2OS, from the OMol25 dataset.

Geometry (Å):
1 Cu 0.0000 0.0000 0.0000
2 C -3.1911 2.8982 4.3928
3 C -2.4928 2.3239 3.1410
4 C -2.6302 0.7928 3.1761
5 C -1.0063 2.7267 2.9830
6 C -0.3568 3.4221 4.0315
7 C 1.0022 3.6995 3.9874
8 C 1.7679 3.2869 2.9117
9 C 1.1841 2.6078 1.8290
10 C 2.0760 2.1818 0.6625
11 C 2.7635 3.3896 0.0122
12 C 3.1096 1.1457 1.1242
13 C -0.2140 2.3490 1.8421
14 N -0.7286 1.6537 0.7627
15 C -1.8769 2.0181 -0.1010
16 C -2.5913 3.2279 -0.0206
17 C -3.6691 3.4603 -0.8820
18 C -4.0347 2.4978 -1.8422
19 C -3.3003 1.3125 -1.9600
20 C -2.2253 1.0915 -1.1015
21 F -1.3825 -0.0264 -1.1784
22 H -4.2612 2.5973 4.4042
23 H -3.1551 4.0048 4.3791
24 H -2.7231 2.5141 5.3256
25 H -3.0907 2.7057 2.3065
26 H -2.0749 0.3764 4.0444
27 H -2.2420 0.3213 2.2537
28 H -3.6993 0.5034 3.2659
29 H -0.8753 3.7429 4.9209
30 H 1.4723 4.2222 4.8112
31 H 2.8271 3.5038 2.9246
32 H 1.4790 1.7036 -0.1371
33 H 3.4377 3.9086 0.7249
34 H 1.9995 4.1099 -0.3501
35 H 3.3702 3.0579 -0.8574
36 H 3.7868 1.5646 1.8981
37 H 3.7259 0.8089 0.2635
38 H 2.5909 0.2582 1.5467
39 H -2.3179 3.9867 0.7019
40 H -4.2299 4.3823 -0.8121
41 H -4.8683 2.6851 -2.5041
42 H -3.5558 0.5813 -2.7172
43 O 1.6870 -3.9052 -1.2421
44 S 1.1461 -2.6436 -1.8218
45 N 0.7143 -1.6511 -0.7725
46 H 1.2542 0.0372 1.0801

As for the expectation value of S²: 0.757. Its energy above the lowest of the compared OMol25 structures with the same formula, charge and spin is 0.0 kcal per mole. The HOMO energy (spin up / spin down) is -3.56 / -4.27 eV. Its multiplicity is 2. Its charge is -1. The value obtained for the total energy is -3022.3122 Eh. The HOMO-LUMO gap (spin up / spin down) comes out at 6.45 / 7.16 eV. The LUMO energy (spin up / spin down) comes out at 2.888 / 2.888 eV.

These are the Mulliken partial charges, in e, on atoms 1 to 2: number 1, Cu, carries -1.01; number 2, C, carries -1.96

=====

The following is a quantum chemistry calculation of a molecular structure, C18H22F5FeN2SSi2, from the OMol25 dataset.

Geometry (Å):
1 Fe 0.1447 0.1508 0.2728
2 F -5.6454 2.6285 2.5551
3 C -4.3643 2.6167 2.1615
4 C -3.9098 1.6642 1.2735
5 F -4.7473 0.7300 0.8064
6 C -2.5925 1.6936 0.8700
7 F -2.1912 0.6995 0.0233
8 C -1.6470 2.6071 1.3298
9 S 0.0278 2.5478 0.8688
10 C -2.1543 3.5520 2.2213
11 F -1.3378 4.4770 2.7394
12 C -3.4754 3.5658 2.6271
13 F -3.9090 4.5005 3.4840
14 C 3.6386 1.8361 -1.8277
15 Si 2.3879 0.4382 -1.9259
16 C 0.7428 1.1033 -2.5722
17 C 3.0723 -0.7409 -3.2264
18 N 1.9949 -0.2482 -0.4227
19 C 2.8033 -0.8462 0.5303
20 C 4.1591 -1.1279 0.3624
21 C 4.9057 -1.7709 1.3498
22 C 4.2907 -2.1423 2.5308
23 C 2.9362 -1.8671 2.7231
24 C 2.1690 -1.2264 1.7483
25 N 0.8177 -0.9417 1.8501
26 Si -0.3902 -1.3840 2.9653
27 C -1.8367 -2.0397 1.9333
28 C -1.0456 0.1313 3.8621
29 C -0.0218 -2.7127 4.2413
30 H 3.8150 2.2999 -2.8032
31 H 4.5939 1.4516 -1.4577
32 H 3.3047 2.6092 -1.1290
33 H 0.7725 1.3659 -3.6346
34 H 0.4484 1.9992 -2.0173
35 H -0.0472 0.3497 -2.4453
36 H 3.2569 -0.2106 -4.1670
37 H 2.3892 -1.5717 -3.4283
38 H 4.0223 -1.1713 -2.8936
39 H 4.6341 -0.8333 -0.5695
40 H 5.9574 -1.9785 1.1866
41 H 4.8558 -2.6509 3.3037
42 H 2.4609 -2.1478 3.6557
43 H -1.9907 -1.4212 1.0419
44 H -2.7810 -2.0498 2.4904
45 H -1.6322 -3.0572 1.5864
46 H -1.5962 0.7613 3.1535
47 H -0.2362 0.7427 4.2698
48 H -1.7366 -0.1244 4.6744
49 H 0.4173 -3.5982 3.7723
50 H -0.9464 -3.0157 4.7433
51 H 0.6749 -2.3606 5.0076

As for the expectation value of S²: 6.014. Its energy above the lowest of the compared OMol25 structures with the same formula, charge and spin is 0.0 kcal per mole. The HOMO energy (spin up / spin down) is -3.51 / -3.69 eV. Its multiplicity is 5. Its charge is -1. The value obtained for the total energy is -3549.0080 Eh. The HOMO-LUMO gap (spin up / spin down) comes out at 6.09 / 6.27 eV. The LUMO energy (spin up / spin down) comes out at 2.576 / 2.582 eV.

These are the Mulliken partial charges, in e, on atoms 1 to 2: number 1, Fe, carries 0.07; number 2, F, carries -0.33